Entry 1:
Below is a cluster of 3 separate species, C10H23N3O5Si in total, with properties calculated with the ωB97M-V functional and the def2-TZVPD basis.

```
42
Properties=species:S:1:pos:R:3:forces:R:3
C 5.03222 0.95018 1.25846 -0.347 0.034 0.105
C 4.27957 1.95761 0.38046 0.255 -0.489 0.225
O 2.87558 1.74692 0.38029 0.028 0.263 -0.041
C 2.23100 2.21860 1.55451 -0.399 -0.750 -0.170
Si 0.38884 2.18620 1.19450 0.104 1.057 0.145
O -0.40155 1.95059 2.61609 -0.015 -0.537 -0.406
O 0.01733 0.95464 0.05631 -0.307 -0.117 0.742
C -0.01541 -0.25054 0.51133 0.744 -0.197 -0.587
N 0.08060 -1.35673 0.82979 -0.404 0.317 0.149
H 4.38177 0.57986 2.05177 -0.022 0.053 0.038
H 5.34150 0.08314 0.67985 0.124 -0.007 0.014
H 5.88827 1.41134 1.74793 0.151 -0.073 -0.134
H 4.59213 1.81846 -0.65233 -0.014 0.269 -0.071
H 4.51044 2.97469 0.71110 -0.119 0.106 -0.136
H 2.53742 3.24266 1.79203 0.026 0.029 0.121
H 2.42302 1.56108 2.41113 0.208 0.170 0.111
H -0.07064 3.43028 0.59653 0.126 -0.078 -0.335
H -1.32692 1.69975 2.50975 0.003 0.185 0.237
C -3.52373 5.09389 -1.59866 0.050 0.022 0.037
C -3.16980 3.74847 -1.01226 0.050 -0.031 0.023
O -2.26241 3.61797 -0.20288 -0.186 -0.032 0.005
N -3.89562 2.67663 -1.41832 -0.025 0.088 -0.013
C -4.99630 2.64146 -2.36228 0.118 -0.205 0.135
H -2.85501 5.83670 -1.17556 0.024 -0.038 0.030
H -3.40401 5.08759 -2.68246 -0.075 0.017 -0.009
H -4.55151 5.36425 -1.35455 -0.018 0.005 -0.075
H -3.60671 1.80935 -0.99360 0.000 -0.011 -0.022
H -5.89572 2.25839 -1.87804 -0.052 0.052 -0.050
H -4.75194 1.98826 -3.20118 -0.047 0.051 -0.056
H -5.20425 3.63465 -2.74481 0.007 0.014 0.004
C 1.05075 -6.91867 -0.96914 0.019 -0.065 0.010
C 0.60420 -6.90047 0.47598 -0.015 -0.041 0.062
O 0.69972 -7.88658 1.19006 0.010 0.006 -0.039
N 0.09124 -5.73867 0.95201 0.001 -0.032 -0.164
C -0.09595 -4.47451 0.25511 -0.021 -0.316 0.305
H 1.43348 -7.90939 -1.19391 -0.011 -0.017 0.053
H 0.21531 -6.70240 -1.63587 0.039 0.066 -0.029
H 1.84079 -6.18671 -1.14002 -0.047 0.039 -0.054
H -0.18656 -5.79080 1.91928 0.014 0.021 0.005
H 0.45989 -3.68720 0.75122 0.002 0.096 -0.073
H -1.15280 -4.20315 0.25997 0.018 0.090 -0.085
H 0.24074 -4.55234 -0.77360 0.002 -0.016 -0.004
```
Positions in Å, forces in eV/Å.

E_tot, a.u.: -1224.8582
E_HOMO, eV: -8.98
Frontier orbital gap, eV: 9.398
Net charge: 0



Entry 2:
Below is an isolated molecule of C10H23O3P, with properties calculated with the ωB97M-V functional and the def2-TZVPD basis.

```
37
Properties=species:S:1:pos:R:3:forces:R:3
C 5.37218 -0.65631 0.76108 -0.394 -0.037 0.026
C 4.22134 -1.46235 0.15331 0.033 0.243 0.434
O 2.97691 -0.78070 0.39486 0.074 -0.364 -0.213
P 1.85892 -0.81821 -0.81580 -0.125 0.116 -0.122
C 0.38466 -1.02799 0.26565 0.024 0.419 0.113
C -0.91963 -0.46215 -0.33345 -0.211 -0.551 0.146
C -1.88193 -1.55548 -0.86457 0.365 0.103 0.144
C -3.15125 -1.73307 -0.03546 -0.056 0.082 -0.302
C -4.16009 -0.60491 -0.15384 0.081 0.057 0.225
O -3.73828 0.52447 0.59285 0.003 -0.030 0.021
C -4.78857 1.44761 0.78077 0.285 -0.110 -0.124
O 1.74856 0.77355 -1.19621 0.175 -0.043 0.216
C 1.63374 1.75048 -0.15536 -0.109 0.396 -0.182
C 1.93438 3.12576 -0.71890 -0.066 -0.054 0.225
H 4.94532 0.16745 1.33171 0.033 0.054 -0.008
H 6.02332 -0.24487 -0.00437 0.131 0.027 0.014
H 5.94125 -1.26436 1.45935 0.209 -0.014 -0.075
H 4.35812 -1.61060 -0.91632 -0.004 -0.081 -0.083
H 4.15237 -2.43320 0.64351 0.004 -0.115 -0.115
H 0.61283 -0.54128 1.21705 0.043 0.003 0.015
H 0.28761 -2.09146 0.48840 0.032 -0.074 -0.021
H -0.70342 0.24524 -1.13024 0.078 0.132 -0.020
H -1.43634 0.08081 0.45350 -0.020 0.187 -0.075
H -1.34294 -2.50549 -0.87199 -0.038 -0.062 -0.074
H -2.14237 -1.35729 -1.90550 -0.132 0.038 -0.030
H -3.65851 -2.64044 -0.37163 -0.011 -0.070 0.062
H -2.90420 -1.86256 1.01958 0.015 -0.059 0.065
H -4.29197 -0.31086 -1.20175 -0.081 -0.047 -0.099
H -5.12969 -0.94189 0.23189 -0.061 -0.025 -0.020
H -5.55265 1.02414 1.43754 -0.136 0.049 0.014
H -5.23760 1.72388 -0.17714 -0.116 0.042 -0.034
H -4.36005 2.33614 1.23420 -0.022 0.060 0.092
H 0.61875 1.73616 0.24581 -0.087 -0.081 -0.001
H 2.32344 1.53597 0.65957 0.039 -0.185 0.017
H 2.99561 3.24681 -0.92955 0.005 -0.048 -0.143
H 1.35327 3.31740 -1.61865 0.017 -0.022 -0.065
H 1.65695 3.86961 0.03013 0.022 0.066 -0.022
```
Positions in Å, forces in eV/Å.

E_tot, a.u.: -961.8884
E_HOMO, eV: -8.60
Frontier orbital gap, eV: 9.590
Net charge: 0
ΔE to the lowest compared entry with this formula, charge and spin, kcal per mole: 0.0



> Which value of E_tot does entry 1 give?

-1224.8582 a.u.



> The lowest E_tot belongs to which entry?

C10H23N3O5Si



> Which value of frontier orbital gap does entry 1 give?

9.398 eV